C38H32ClN3O10P2Zr | the ωB97M-V functional and the def2-TZVPD basis

Structure (XYZ):
```
87
Properties=species:S:1:pos:R:3
Zr -0.61766 -0.13044 0.04279
C 0.50156 -1.54693 2.10066
C -0.64956 -2.27459 1.76048
C -1.77847 -2.21515 2.57548
C -1.75128 -1.45654 3.73511
C -0.61340 -0.72816 4.07246
C 0.50782 -0.76391 3.25760
H 1.43629 -1.73336 1.58015
H -0.62828 -2.98428 0.93881
H -2.65516 -2.79767 2.32462
H -2.61546 -1.43942 4.38547
H -0.59477 -0.14982 4.98692
H 1.40799 -0.23402 3.54284
C -0.70223 -2.11604 -3.40846
N 0.43338 -1.28445 -2.89911
P 1.08027 -1.81014 -1.37292
C 1.44790 -3.55956 -1.54225
C 1.73862 -4.12651 -2.78314
C 2.10819 -5.46011 -2.85106
C 2.19091 -6.22504 -1.69397
C 1.91133 -5.65890 -0.45890
C 1.53539 -4.32677 -0.38170
C 2.68846 -1.00495 -1.25558
C 2.92168 -0.09373 -0.23010
C 4.15392 0.52961 -0.09762
C 5.16448 0.22841 -0.99612
C 4.94275 -0.68438 -2.02454
C 3.71384 -1.30334 -2.15413
P 0.01303 0.39968 -2.62695
C -1.05698 0.84901 -4.00523
C -0.74698 0.38670 -5.28716
C -1.50038 0.80777 -6.36792
C -2.55286 1.69708 -6.18293
C -2.84432 2.17827 -4.91754
C -2.09828 1.75603 -3.82587
C 1.48355 1.40673 -2.89191
C 1.67826 2.50095 -2.05379
C 2.70721 3.39846 -2.30638
C 3.54521 3.19623 -3.39148
C 3.36012 2.09647 -4.22397
C 2.33037 1.20567 -3.98142
H -0.51309 -3.16086 -3.18129
H -0.77049 -2.01029 -4.48592
H -1.66618 -1.84396 -2.98359
H 1.68576 -3.53427 -3.68770
H 2.33119 -5.90429 -3.81152
H 2.47685 -7.26598 -1.75696
H 1.98437 -6.25281 0.44171
H 1.33177 -3.88994 0.58854
H 2.14275 0.16366 0.48649
H 4.32577 1.23868 0.70058
H 6.13157 0.70241 -0.89601
H 5.73672 -0.91484 -2.72185
H 3.55120 -2.01298 -2.95567
H 0.08124 -0.29138 -5.44631
H -1.26318 0.44600 -7.35920
H -3.13891 2.02067 -7.03238
H -3.65121 2.88412 -4.77622
H -2.32182 2.15458 -2.84736
H 1.02334 2.67312 -1.20581
H 2.85269 4.25169 -1.65804
H 4.34453 3.89613 -3.59436
H 4.01740 1.93993 -5.06866
H 2.19665 0.35148 -4.63302
O -4.13343 -0.34390 0.22585
Cl -3.25020 -0.27794 -0.85984
O -2.12412 -1.32151 -0.64062
O -3.81269 -0.46640 -2.12494
O -2.39756 0.95064 -0.81375
O 0.07169 1.58921 0.94752
C -1.03306 1.70122 1.62988
O -1.76329 0.66699 1.65354
C -1.42608 2.94746 2.27790
C -0.45047 3.80759 2.77355
C -0.86976 4.96194 3.39686
C -2.20250 5.30980 3.51122
C -3.13182 4.43710 2.97815
C -2.78180 3.24741 2.38033
N -4.56911 4.79085 3.04887
O -4.86645 5.72420 3.75024
O -5.32196 4.12397 2.37537
N 0.15710 5.87040 3.96158
O -0.23754 6.87436 4.49724
O 1.31098 5.52514 3.83704
H 0.60630 3.59694 2.68712
H -2.50594 6.22686 3.99742
H -3.54837 2.58583 2.00127
```

Output
- Gap between HOMO and LUMO: 7.137 eV
- HOMO: -14.15 eV
- E_tot: -97227.006 eV
- Total charge: +2

Atomic charges from the Löwdin analysis, expressed in e, are listed below: 1.679 -0.190 -0.181 -0.044 -0.023 -0.032 -0.053 0.092 0.095 0.133 0.130 0.128 0.130 -0.126 -0.443 0.944 -0.353 -0.098 -0.040 -0.037 -0.046 -0.084 -0.368 -0.124 -0.048 -0.034 -0.039 -0.065 0.985 -0.340 -0.096 -0.042 -0.039 -0.045 -0.088 -0.365 -0.101 -0.056 -0.046 -0.049 -0.081 0.073 0.080 0.058 0.110 0.121 0.121 0.120 0.086 0.062 0.120 0.122 0.121 0.111 0.101 0.120 0.121 0.119 0.092 0.087 0.116 0.118 0.118 0.106 -0.175 0.786 -0.483 -0.169 -0.440 -0.142 -0.507 -0.099 -0.094 0.097 -0.084 0.128 -0.082 0.104 -0.346 0.134 0.108 -0.346 0.134 0.103 0.141 0.149 0.143



C38H32F5N5O3S6TeW | the ωB97M-V functional and the def2-TZVPD basis

Structure (XYZ):
```
91
Properties=species:S:1:pos:R:3
W -0.40821 -1.04789 0.91454
C 4.31332 -2.25044 -0.36573
C 3.02061 -2.01824 0.34742
N 1.87777 -1.97856 -0.25850
N 1.92950 -2.15431 -1.63678
C 0.81194 -2.47994 -2.14180
S -0.66881 -2.67566 -1.13322
S 0.39943 -2.72701 -3.79646
C 1.91120 -2.24193 -4.70375
C 1.83624 -0.83516 -5.22310
C 1.42984 -0.60881 -6.53319
C 1.34387 0.68301 -7.03317
C 1.67327 1.75963 -6.22509
C 2.08894 1.53835 -4.91779
C 2.16508 0.24898 -4.41339
C 3.05761 -1.90875 1.81852
C 4.09534 -2.50774 2.53509
C 4.15744 -2.41485 3.91485
C 3.19781 -1.69032 4.60962
C 2.16528 -1.06904 3.92651
C 2.10562 -1.20041 2.55272
O 1.09013 -0.58482 1.87658
H 4.21368 -2.08511 -1.43159
H 4.62707 -3.28627 -0.21273
H 5.08720 -1.60790 0.05113
H 1.95933 -2.95883 -5.52199
H 2.75899 -2.41389 -4.04373
H 1.18850 -1.44895 -7.17381
H 1.03676 0.84479 -8.05762
H 1.63102 2.76640 -6.61910
H 2.38932 2.38039 -4.30800
H 2.50870 0.07245 -3.39980
H 4.85082 -3.07532 2.01092
H 4.95777 -2.90711 4.44912
H 3.25296 -1.60828 5.68655
H 1.39870 -0.50536 4.44151
C 1.41424 3.32011 -1.05286
N 0.09209 2.92271 -1.53372
C -0.78703 3.74428 -2.19958
C -1.87843 3.00744 -2.48488
N -1.64811 1.72968 -2.00587
C -0.43816 1.69378 -1.42340
S 0.57137 0.42780 -0.80248
C -2.59245 0.66320 -2.16628
C -3.30398 0.58462 -3.35154
C -4.29607 -0.37866 -3.43023
C -4.51579 -1.20301 -2.33814
C -3.70557 -1.06109 -1.22459
N -2.74111 -0.13939 -1.13214
H 1.49950 4.39717 -1.16250
H 2.18998 2.83081 -1.63736
H 1.51585 3.05090 -0.00370
H -0.56713 4.77901 -2.39270
H -2.81106 3.27769 -2.94508
H -3.08307 1.23851 -4.18321
H -4.88476 -0.48106 -4.33163
H -5.29115 -1.95545 -2.34830
H -3.82635 -1.70955 -0.36669
O -1.32568 0.36646 1.54758
C -1.51327 1.27080 2.72282
C -1.23928 0.42206 3.95004
C -1.52147 -0.90660 4.09942
C -1.30840 -1.36915 5.42651
C -0.90544 -0.37318 6.25855
S -0.76147 1.12264 5.44189
C -0.57614 2.42031 2.52237
C 0.70066 2.57391 2.99027
C 1.29183 3.79917 2.59003
C 0.45743 4.53969 1.80747
S -1.04650 3.77485 1.56097
C -2.96924 1.66547 2.69291
C -3.54031 2.74213 3.30540
C -4.95869 2.72082 3.22983
C -5.42432 1.62711 2.57101
S -4.15866 0.60983 2.03841
H -1.96847 -1.52794 3.33433
H -1.46273 -2.39014 5.74196
H -0.67841 -0.43191 7.31109
H 1.20311 1.84628 3.60949
H 2.27751 4.12200 2.89046
H 0.63909 5.52010 1.39479
H -2.97838 3.50996 3.81733
H -5.59694 3.48529 3.64622
H -6.44824 1.36878 2.35368
F -2.12062 -1.84612 0.97867
Te -0.07921 -4.35029 0.58596
F 1.76169 -4.57773 0.59452
F -1.93390 -4.47779 0.64451
F -0.07756 -5.61879 -0.76256
F -0.11581 -5.55998 1.95402
O 0.01092 -2.82064 1.68220
```

Output
- Gap between HOMO and LUMO: 5.606 eV
- HOMO: -13.07 eV
- E_tot: -141223.616 eV
- Total charge: +2

Atomic charges from the Löwdin analysis, expressed in e, are listed below: 1.654 0.014 -0.232 -0.124 -0.042 -0.995 0.704 0.998 -0.363 -0.302 -0.034 -0.060 -0.074 -0.084 -0.058 -0.104 0.006 -0.029 -0.019 0.025 -0.259 -0.280 0.075 0.111 0.106 0.088 0.085 0.121 0.114 0.110 0.095 0.094 0.122 0.122 0.124 0.094 -0.017 -0.108 -0.003 0.013 0.043 -0.559 0.824 -0.255 0.019 -0.016 -0.014 -0.141 0.105 0.108 0.092 0.065 0.145 0.144 0.126 0.127 0.123 0.103 -0.358 -0.453 -0.482 -0.129 -0.145 -0.371 1.109 -0.458 -0.116 -0.151 -0.396 1.103 -0.497 -0.123 -0.148 -0.374 1.089 0.100 0.118 0.081 0.094 0.119 0.084 0.120 0.116 0.078 -0.464 1.728 -0.320 -0.377 -0.350 -0.300 -0.654



C38H32F5P2Rh | the ωB97M-V functional and the def2-TZVPD basis

Structure (XYZ):
```
78
Properties=species:S:1:pos:R:3
C 0.73452 -1.07708 -4.12381
C -0.29774 -1.54278 -3.30141
C -1.60583 -1.66489 -3.78522
C -1.86294 -1.40953 -5.12868
C -0.81346 -1.01468 -5.96266
C 0.47086 -0.81763 -5.46008
P 0.02458 -1.85449 -1.54546
C -1.27320 -3.02695 -1.02451
C -2.35618 -2.56447 -0.27005
C -3.37219 -3.44932 0.09654
C -3.31538 -4.77721 -0.33206
C -2.23741 -5.23717 -1.09579
C -1.20122 -4.36297 -1.42649
Rh 0.02594 -0.07826 -0.36528
P 0.02952 1.77745 -1.42821
C -1.32984 1.81285 -2.63992
C -1.11048 2.14871 -3.97700
C -2.19546 2.23119 -4.84517
C -3.47199 1.90186 -4.39540
C -3.68501 1.48948 -3.08046
C -2.61079 1.44842 -2.18863
C -0.19125 3.25700 -0.36782
C 0.71912 3.46519 0.67942
C 0.53022 4.52574 1.57373
C -0.56324 5.37962 1.40241
C -1.43884 5.20698 0.32863
C -1.25130 4.14446 -0.56064
C 1.60988 2.07499 -2.27517
C 2.67670 1.17796 -2.10927
C 3.88216 1.43416 -2.76709
C 4.02262 2.59002 -3.53743
C 2.96978 3.50230 -3.65853
C 1.76056 3.25482 -3.01454
C 1.60865 -2.75191 -1.48132
C 2.03960 -3.52590 -2.56639
C 3.25952 -4.19958 -2.48175
C 4.04095 -4.09785 -1.32976
C 3.61590 -3.32123 -0.24774
C 2.39312 -2.64903 -0.32460
H 1.57174 2.79125 0.80878
H 1.22234 4.66481 2.40205
H -0.73982 6.18120 2.12146
H -2.27280 5.89007 0.17828
H -1.93145 4.01167 -1.40666
H -0.10047 2.36190 -4.32668
H -2.03172 2.54638 -5.87246
H -4.31297 1.95702 -5.08475
H -4.68220 1.21627 -2.74320
H -2.75161 1.14052 -1.14806
H 2.54657 0.30199 -1.46606
H 4.71244 0.73315 -2.67172
H 4.95959 2.79463 -4.04417
H 3.08337 4.40959 -4.24848
H 0.93280 3.96199 -3.08105
H 1.42791 -3.58992 -3.46574
H 3.59660 -4.80286 -3.32068
H 4.99337 -4.61976 -1.27419
H 4.23030 -3.23638 0.64788
H 2.04022 -2.03305 0.50804
H -2.39473 -1.51211 0.02870
H -4.20519 -3.09893 0.70544
H -4.11490 -5.46561 -0.06748
H -2.19524 -6.26984 -1.43312
H -0.34316 -4.71244 -2.00376
H -2.41283 -1.98524 -3.11851
H -2.86761 -1.51780 -5.52524
H -1.03198 -0.84381 -7.01015
H 1.27508 -0.47356 -6.10754
H 1.74735 -0.95440 -3.72303
H 0.05111 0.38979 -8.06016
H 0.72444 0.24491 -7.76007
F -0.43130 1.08076 2.22916
C 0.22897 -0.03735 1.75655
F 1.58205 0.08926 2.01000
C -0.33572 -1.22745 2.53066
F -0.04229 -1.14343 3.85186
F -1.69323 -1.20622 2.43022
F 0.12440 -2.43014 2.10701
```

Output
- Gap between HOMO and LUMO (alpha / beta): 8.098 / 4.784 eV
- HOMO (alpha / beta): -14.01 / -14.61 eV
- Spin multiplicity: 5
- E_tot: -75079.262 eV
- Total charge: +2

Atomic charges from the Löwdin analysis, expressed in e, are listed below: -0.095 -0.352 -0.064 -0.039 -0.069 -0.075 0.937 -0.361 -0.120 -0.046 -0.037 -0.034 -0.057 0.850 0.942 -0.363 -0.068 -0.041 -0.041 -0.047 -0.105 -0.338 -0.093 -0.040 -0.034 -0.039 -0.065 -0.354 -0.107 -0.050 -0.036 -0.034 -0.084 -0.350 -0.084 -0.036 -0.035 -0.039 -0.092 0.109 0.122 0.125 0.121 0.110 0.102 0.124 0.124 0.121 0.105 0.077 0.121 0.121 0.124 0.122 0.115 0.122 0.123 0.122 0.075 0.079 0.122 0.122 0.122 0.111 0.117 0.123 0.072 0.079 0.108 0.080 0.060 0.083 -0.366 0.083 -0.545 0.179 0.137 0.145